<P>
17
Properties=species:S:1:pos:R:3:lowdin_charge:R:1 method="wB97M-V/def2-TZVPD" molar_mass_g_mol=119.6 smiles=C[C@@H]1C[C@H](Cl)N1C homo_lumo_gap_ev=9.66 homo_energy_ha=-0.315
C -1.051 -1.273 1.110 -0.05
C -0.411 0.010 0.570 -0.43
C -1.231 0.933 -0.281 -0.17
C -0.063 1.213 -1.295 -0.65
Cl -0.384 1.069 -2.947 0.65
N 0.551 -0.278 -0.499 -0.11
C 1.983 -0.433 -0.187 -0.11
H -0.435 -1.578 1.945 0.06
H -1.145 -2.020 0.384 0.06
H -2.043 -1.093 1.612 0.09
H 0.191 0.453 1.413 0.15
H -2.169 0.546 -0.662 0.11
H -1.556 1.813 0.160 0.08
H 0.768 2.071 -1.065 0.15
H 2.420 -0.403 -1.106 0.04
H 2.574 0.265 0.445 0.08
H 2.001 -1.294 0.403 0.06

<Q>
17
Properties=species:S:1:pos:R:3:lowdin_charge:R:1 method="wB97M-V/def2-TZVPD" molar_mass_g_mol=119.6 homo_lumo_gap_ev=9.63 homo_energy_ha=-0.324
C -0.799 -0.243 -1.105 -0.09
C -0.023 0.014 0.184 -0.39
C -0.700 1.201 0.859 -0.25
C 0.909 -0.721 0.752 -0.17
C 1.151 -2.270 0.241 -0.50
H -1.976 0.413 -1.217 0.16
H -0.026 0.353 -2.076 0.17
H -0.921 -1.308 -1.461 0.05
H -1.661 1.050 1.115 0.06
H -0.166 1.673 1.762 0.13
H -1.301 2.499 -0.741 0.04
H 0.199 2.871 -0.053 0.07
H 1.473 -0.200 1.578 0.12
H 0.473 -2.938 -0.321 0.06
H 1.451 -3.051 1.037 0.08
N -0.753 2.527 0.125 -0.03
Cl 2.670 -1.870 -0.679 0.49

Each structure's energy above the most stable one, in kcal/mol: <P> 0.0; <Q> 26.6.

<P>
17
Properties=species:S:1:pos:R:3:lowdin_charge:R:1 method="wB97M-V/def2-TZVPD" molar_mass_g_mol=146.2 charge=+1 homo_lumo_gap_ev="7.01 / 7.27" homo_energy_ha="-0.451 / -0.449"
C -1.142 -0.284 0.494 0.03
C -0.255 -1.267 0.123 -0.33
C -0.859 1.049 0.104 -0.36
N 0.284 1.359 -0.517 0.02
N 0.851 -0.881 -0.603 0.04
N -0.393 -2.568 0.385 0.19
N -1.690 2.049 0.368 0.20
N 1.188 0.455 -0.704 -0.48
S 2.786 0.797 0.339 0.76
H -2.022 -0.510 1.069 0.12
H 1.602 -1.537 -0.781 0.15
H -1.231 -2.908 0.827 0.13
H 0.260 -3.251 0.037 0.13
H -2.551 1.890 0.864 0.13
H -1.439 2.982 0.094 0.13
H 1.874 0.525 -2.191 0.30
H 2.738 2.101 0.094 -0.15

<Q>
17
Properties=species:S:1:pos:R:3:lowdin_charge:R:1 method="wB97M-V/def2-TZVPD" molar_mass_g_mol=146.2 smiles="[H]/N=C1/CSN(N=[NH2+])N1C" charge=+1 homo_lumo_gap_ev=9.07 homo_energy_ha=-0.491
H 3.203 -0.173 -0.303 0.01
N 2.729 0.603 -0.080 0.22
C 1.470 0.680 0.012 -0.39
C 0.744 2.010 0.230 -0.37
S -0.959 1.841 -0.321 1.05
N -0.845 0.077 -0.055 -0.35
N -1.786 -0.748 -0.015 0.01
N -3.028 -0.381 -0.027 0.13
N 0.452 -0.342 -0.039 -0.13
C 0.629 -1.756 -0.173 -0.02
H 0.818 2.101 1.415 0.15
H 1.327 2.880 -0.139 0.11
H -3.221 0.638 -0.066 0.11
H -3.650 -1.150 0.158 0.14
H 1.811 -1.937 -0.428 0.16
H 0.358 -2.251 0.759 0.09
H -0.052 -2.090 -0.929 0.08

Each structure's energy above the most stable one, in kcal/mol: <P> 11.0; <Q> 0.0.

<P>
54
Properties=species:S:1:pos:R:3:lowdin_charge:R:1 method="wB97M-V/def2-TZVPD" molar_mass_g_mol=386.4 smiles="CC(=O)N(C)c1ccc(OCC(O)COc2ccc(N(C)C(C)=O)cc2)cc1" homo_lumo_gap_ev=8.84 homo_energy_ha=-0.308
C 0.880 1.764 -4.615 0.02
C 1.619 0.473 -4.332 -0.50
O 2.324 -0.075 -5.153 0.05
N 1.422 -0.043 -3.090 -0.07
C 2.036 -1.301 -2.723 -0.01
C 0.654 0.600 -2.085 -0.26
C -0.617 0.132 -1.769 -0.01
C -1.347 0.727 -0.763 0.01
C -0.828 1.814 -0.057 -0.27
O -1.630 2.316 0.918 -0.02
C -1.122 3.291 1.802 -0.14
C -1.881 3.209 3.137 -0.33
O -3.241 3.536 3.031 0.00
C -1.823 1.770 3.684 -0.13
O -0.500 1.282 3.613 -0.04
C -0.258 0.182 2.835 -0.27
C 0.950 0.144 2.143 0.00
C 1.273 -0.937 1.350 -0.01
C 0.403 -2.019 1.236 -0.24
N 0.765 -3.130 0.451 -0.05
C 2.130 -3.611 0.584 -0.02
C -0.031 -3.776 -0.453 -0.50
C -1.418 -3.225 -0.695 0.00
O 0.380 -4.743 -1.062 0.05
C -0.780 -2.000 1.970 -0.01
C -1.115 -0.909 2.749 0.00
C 0.430 2.301 -0.394 -0.01
C 1.167 1.684 -1.390 -0.01
H -0.164 1.683 -4.321 0.08
H 0.950 1.975 -5.678 0.08
H 1.332 2.584 -4.062 0.08
H 2.553 -1.685 -3.601 0.09
H 2.757 -1.149 -1.916 0.09
H 1.282 -2.021 -2.399 0.08
H -1.028 -0.696 -2.326 0.12
H -2.333 0.375 -0.505 0.13
H -1.237 4.294 1.365 0.14
H -0.064 3.115 2.018 0.12
H -1.373 3.893 3.837 0.16
H -3.337 4.355 2.532 0.10
H -2.160 1.765 4.725 0.14
H -2.512 1.175 3.080 0.13
H 1.632 0.974 2.237 0.12
H 2.204 -0.935 0.808 0.11
H 2.475 -3.453 1.604 0.10
H 2.802 -3.107 -0.115 0.08
H 2.135 -4.675 0.349 0.09
H -2.137 -3.790 -0.105 0.09
H -1.494 -2.171 -0.449 0.05
H -1.659 -3.390 -1.743 0.09
H -1.435 -2.856 1.955 0.12
H -2.034 -0.929 3.316 0.12
H 0.850 3.160 0.106 0.11
H 2.152 2.055 -1.634 0.13

<Q>
54
Properties=species:S:1:pos:R:3:lowdin_charge:R:1 method="wB97M-V/def2-TZVPD" molar_mass_g_mol=386.4 smiles="CCc1cc(=O)oc2c(C)c(OCC(=O)NCCCN3CCCC3=O)ccc12" homo_lumo_gap_ev=8.60 homo_energy_ha=-0.312
C -4.123 -2.228 -2.234 -0.10
C -2.701 -2.368 -1.705 -0.20
C -2.419 -1.634 -0.424 -0.15
C -3.332 -0.854 0.196 0.07
C -3.053 -0.153 1.430 -0.45
O -3.809 0.619 1.974 0.10
O -1.841 -0.381 2.013 0.13
C -0.876 -1.107 1.398 -0.14
C 0.368 -1.140 2.028 -0.11
C 0.578 -0.499 3.361 0.00
C 1.441 -1.717 1.341 -0.23
O 2.664 -1.565 1.918 -0.03
C 3.809 -1.725 1.111 -0.08
C 3.869 -0.779 -0.103 -0.49
O 4.467 -1.094 -1.113 0.06
N 3.258 0.398 0.083 0.08
C 3.184 1.418 -0.937 -0.16
C 2.049 1.175 -1.943 -0.13
C 0.708 0.856 -1.274 -0.13
N 0.082 1.954 -0.579 -0.04
C -0.968 2.749 -1.179 -0.14
C -1.688 3.369 0.024 -0.14
C -0.613 3.388 1.109 -0.06
C 0.334 2.278 0.702 -0.44
O 1.194 1.771 1.399 0.05
C 1.226 -2.376 0.127 0.00
C -0.031 -2.416 -0.430 -0.02
C -1.105 -1.746 0.165 -0.12
H -4.354 -1.191 -2.465 0.08
H -4.844 -2.596 -1.509 0.08
H -4.229 -2.810 -3.146 0.07
H -2.001 -2.011 -2.466 0.12
H -2.485 -3.427 -1.539 0.13
H -4.325 -0.700 -0.192 0.12
H 0.960 0.511 3.220 0.08
H -0.361 -0.442 3.904 0.09
H 1.309 -1.064 3.933 0.09
H 4.652 -1.489 1.767 0.14
H 3.931 -2.756 0.759 0.13
H 2.703 0.582 0.914 0.11
H 4.134 1.428 -1.478 0.12
H 3.044 2.374 -0.431 0.12
H 2.317 0.316 -2.560 0.11
H 1.955 2.048 -2.590 0.11
H 0.869 0.056 -0.548 0.09
H 0.004 0.498 -2.031 0.13
H -1.627 2.118 -1.782 0.12
H -0.536 3.519 -1.831 0.12
H -2.083 4.357 -0.200 0.11
H -2.515 2.730 0.337 0.11
H -1.005 3.208 2.108 0.13
H -0.059 4.330 1.124 0.13
H 2.046 -2.845 -0.393 0.12
H -0.171 -2.938 -1.362 0.11

Each structure's energy above the most stable one, in kcal/mol: <P> 43.2; <Q> 0.0.

<P>
7
Properties=species:S:1:pos:R:3:lowdin_charge:R:1 method="wB97M-V/def2-TZVPD" molar_mass_g_mol=113.0 charge=-2 homo_lumo_gap_ev=4.84 homo_energy_ha=0.074
N -1.066 -0.607 -1.972 -0.26
O 1.751 -0.901 0.988 -0.43
O -0.213 -0.173 2.545 -0.43
O 1.442 1.559 1.632 -0.44
F -2.157 -0.292 -2.844 -0.48
P 0.872 0.168 1.582 0.25
H -0.628 0.246 -1.931 -0.22

<Q>
7
Properties=species:S:1:pos:R:3:lowdin_charge:R:1 method="wB97M-V/def2-TZVPD" molar_mass_g_mol=113.0 charge=-2 homo_lumo_gap_ev=5.39 homo_energy_ha=0.064
N -0.376 -1.711 -0.804 -0.27
O -0.870 1.290 1.662 -0.42
O 0.774 1.993 -0.189 -0.43
O 1.651 0.647 1.648 -0.42
F -0.400 -2.327 -2.189 -0.54
P 0.438 1.152 0.982 0.17
H -1.216 -1.043 -1.110 -0.10

Each structure's energy above the most stable one, in kcal/mol: <P> 0.0; <Q> 2.8.

<P>
17
Properties=species:S:1:pos:R:3:lowdin_charge:R:1 method="wB97M-V/def2-TZVPD" molar_mass_g_mol=125.1 smiles="C[P@](=O)(CN)O[NH3+]" charge=+1 homo_lumo_gap_ev=10.54 homo_energy_ha=-0.508
C 1.059 -1.368 0.747 -0.14
P -0.076 0.007 0.215 0.83
O -1.090 0.627 1.048 -0.29
C -0.749 -0.269 -1.495 -0.30
N -1.686 -1.343 -1.131 -0.06
O 1.263 1.494 0.339 -0.22
N 0.619 2.248 1.320 0.07
H 0.485 -2.153 1.297 0.07
H 1.649 -1.830 -0.131 0.10
H 1.744 -0.729 1.405 0.07
H -1.208 0.552 -1.934 0.07
H -0.122 -0.633 -2.327 0.11
H -2.586 -1.287 -1.702 0.13
H -1.245 -2.256 -1.329 0.09
H 1.046 2.091 2.303 0.22
H 0.807 3.239 1.073 0.19
H -0.343 2.020 1.331 0.05

<Q>
17
Properties=species:S:1:pos:R:3:lowdin_charge:R:1 method="wB97M-V/def2-TZVPD" molar_mass_g_mol=125.1 charge=+1 homo_lumo_gap_ev="7.81 / 8.68" homo_energy_ha="-0.503 / -0.543"
C 0.025 1.830 -0.389 -0.10
C -1.670 0.198 -1.143 -0.05
N -0.427 -1.946 0.766 -0.01
N -0.578 0.527 -0.264 -0.33
O 2.808 -0.651 0.166 -0.21
O 0.595 -0.113 2.023 -0.09
P 0.359 -0.563 0.543 0.87
H 0.700 1.852 -1.327 0.13
H -0.716 2.596 -0.678 0.10
H 0.461 2.254 0.538 0.11
H -1.574 0.142 -2.162 0.07
H -2.088 -0.822 -0.784 0.12
H -2.363 0.967 -0.939 0.09
H 0.054 -2.348 1.508 0.05
H -0.470 -2.747 0.091 0.14
H 3.411 -1.187 -0.350 -0.01
H 1.473 0.010 2.400 0.12

Each structure's energy above the most stable one, in kcal/mol: <P> 0.0; <Q> 18.9.

<P>
7
Properties=species:S:1:pos:R:3:lowdin_charge:R:1 method="wB97M-V/def2-TZVPD" molar_mass_g_mol=98.1 smiles="O=PS.O" homo_lumo_gap_ev=8.77 homo_energy_ha=-0.368
O -1.720 0.011 0.201 -0.59
P -1.373 0.426 -1.201 0.56
S -0.048 -1.165 -1.891 0.30
H 0.557 -1.130 -0.669 -0.20
O 1.072 0.517 0.888 -0.11
H 0.183 0.896 0.848 -0.02
H 1.329 0.446 1.824 0.06

<Q>
7
Properties=species:S:1:pos:R:3:lowdin_charge:R:1 method="wB97M-V/def2-TZVPD" molar_mass_g_mol=98.1 smiles="O=PS.O" homo_lumo_gap_ev=9.26 homo_energy_ha=-0.370
O 1.119 -1.579 -1.319 -0.58
P 0.899 -1.058 0.044 0.42
S 1.738 0.816 0.059 0.32
H 2.446 0.585 -1.143 -0.12
O -2.263 0.449 0.444 -0.07
H -2.011 1.121 1.153 0.08
H -1.929 -0.333 0.762 -0.06

Each structure's energy above the most stable one, in kcal/mol: <P> 0.0; <Q> 2.2.

<P>
8
Properties=species:S:1:pos:R:3:lowdin_charge:R:1 method="wB97M-V/def2-TZVPD" molar_mass_g_mol=186.0 smiles="O=NI.C=N" homo_lumo_gap_ev="8.51 / 8.51" homo_energy_ha="-0.331 / -0.331"
O -1.259 1.415 0.608 -0.14
N -1.544 0.802 -0.373 -0.41
I -3.121 -0.714 -0.077 0.44
C 1.257 -0.146 0.265 -0.12
N 0.439 -0.383 -0.602 0.04
H 2.232 -0.624 0.413 0.08
H 1.035 0.456 1.112 0.05
H 0.961 -0.807 -1.344 0.07

<Q>
8
Properties=species:S:1:pos:R:3:lowdin_charge:R:1 method="wB97M-V/def2-TZVPD" molar_mass_g_mol=186.0 homo_lumo_gap_ev="7.61 / 7.64" homo_energy_ha="-0.351 / -0.352"
C 0.194 -0.427 -0.912 -0.15
N 0.018 0.973 -0.711 -0.02
N -0.201 1.494 0.419 -0.14
O -0.442 1.062 1.529 -0.54
I -0.670 -0.849 2.511 0.73
H -0.328 -0.908 -0.157 -0.07
H 1.254 -0.604 -0.680 0.09
H 0.175 -0.742 -2.000 0.11

Each structure's energy above the most stable one, in kcal/mol: <P> 0.0; <Q> 22.4.